Entry 1:
Here is a structure of composition C33H37BrCl2NO4SSbV from the OMol25 dataset. Energies are from wB97M-V/def2-TZVPD.

The geometry in ORCA input format:
```
! wB97M-V def2-TZVPD RIJCOSX def2/J DEFGRID3
* xyz -1 3
V -0.74848 -0.52267 -0.99440
Cl -2.80243 6.01150 1.48426
C -2.00336 4.48403 1.22198
C -1.54670 3.76436 2.32670
C -0.90736 2.56069 2.13355
Cl -0.28614 1.71143 3.51305
C -0.71787 1.97787 0.84324
O -0.11137 0.86728 0.68074
C -1.24589 2.75065 -0.25687
C -1.16994 2.20605 -1.56208
O -0.82683 1.01125 -1.82060
C -1.84655 4.00290 -0.05007
H -1.68737 4.15166 3.32564
H -1.48137 2.84100 -2.39724
H -2.19924 4.57197 -0.90161
S -2.62362 -1.67436 2.98931
C -1.08519 -2.41960 2.88348
C -0.45927 -2.14998 1.70715
C -1.21543 -1.33564 0.81469
C -2.41911 -1.00633 1.38196
C -3.42892 -0.16588 0.78414
C -4.56546 0.29045 1.46673
C -5.47476 1.08931 0.80810
C -5.24154 1.43578 -0.51854
C -4.09254 0.95083 -1.11712
N -3.21636 0.16957 -0.50026
H -0.73174 -3.01857 3.70878
H 0.51522 -2.55252 1.46971
H -4.70773 0.02026 2.50436
H -6.36646 1.43810 1.31410
H -5.92814 2.06256 -1.07015
H -3.86525 1.18973 -2.15202
C 5.29444 0.44320 4.33092
C 3.79970 0.73801 4.37815
Sb 2.54592 0.15607 2.64073
C 4.00846 -1.29754 1.83351
C 5.12117 -0.77352 0.93252
C 2.97914 1.96003 1.48064
C 4.31202 2.65912 1.71493
H 5.79358 0.82386 5.22865
H 5.76868 0.90785 3.46692
H 5.48452 -0.62992 4.28359
H 3.62842 1.80518 4.53983
H 3.35571 0.21992 5.23194
H 3.40583 -2.02340 1.28383
H 4.41956 -1.82092 2.70057
H 4.71315 -0.13578 0.14651
H 5.65082 -1.59965 0.44688
H 5.85294 -0.19888 1.50102
H 2.15738 2.63715 1.72433
H 2.85455 1.67978 0.43399
H 4.41430 2.97432 2.75450
H 4.38885 3.55438 1.08991
H 5.15308 2.00939 1.47167
Br -1.43361 -4.72914 -0.49178
C -3.11180 -3.84031 -0.50415
C -4.04015 -4.17996 0.46340
C -5.30844 -3.62268 0.41689
C -5.65727 -2.77578 -0.62483
C -4.72308 -2.45204 -1.59198
C -3.42335 -2.94831 -1.52856
C -2.40627 -2.32369 -2.45715
O -2.64584 -2.18045 -3.63869
O -1.32413 -1.90895 -1.86635
H -3.76736 -4.85985 1.25820
H -6.02690 -3.86378 1.18973
H -6.65046 -2.34799 -0.67694
H -4.96505 -1.78370 -2.40803
C 3.11090 -1.42097 -3.00824
C 1.58974 -1.40939 -2.79922
C 0.92884 -0.62296 -3.93490
C 1.26072 -0.82693 -1.42145
H 3.38456 -1.90984 -3.94875
H 3.60333 -1.95335 -2.19206
H 3.49066 -0.39588 -3.03154
H 1.23176 -2.44416 -2.84798
H 1.09189 0.44994 -3.80100
H -0.14478 -0.81149 -3.96827
H 1.35016 -0.91538 -4.90118
H 1.75035 0.15280 -1.32938
H 1.68693 -1.48129 -0.64885
*
```

Expectation value of S²: 2.05
Orbital gap (alpha / beta) (eV): 5.9 / 7.1
DFT total energy (Ha): -6712.29989
Highest occupied orbital energy (alpha / beta) (eV): -3.6 / -5.0
Strongest force on any atom (hartree/bohr): 0.078

Results of the Mulliken charge analysis, in e, for atoms 1 through 2: V -0.112; Cl -0.278

---

Entry 2:
Here is a structure of composition C33H37BrFN7O2ReSSi from the OMol25 dataset. Energies are from wB97M-V/def2-TZVPD.

The geometry in ORCA input format:
```
! wB97M-V def2-TZVPD RIJCOSX def2/J DEFGRID3
* xyz 2 2
Re -0.05069 0.98526 -0.43456
C 4.94774 -0.68850 2.25914
C 4.52348 -1.54459 1.07650
N 3.85910 -0.77383 0.02090
C 2.57951 -0.41064 0.05041
S 1.99788 0.52481 -1.36048
N 1.81385 -0.80705 1.04049
N 0.51762 -0.35409 0.93588
C -0.40771 -0.90975 1.66648
C -0.13186 -2.03890 2.59475
C -1.75444 -0.32168 1.54959
C -2.81849 -0.76498 2.31709
C -4.02654 -0.08324 2.25415
C -4.13360 1.02710 1.43477
C -3.04021 1.39683 0.66911
N -1.88670 0.73431 0.70951
H 5.43021 -1.31160 3.01186
H 4.08389 -0.20820 2.71512
H 5.65632 0.08037 1.95105
H 3.83784 -2.32937 1.39686
H 5.38833 -2.02088 0.61649
H 4.41269 -0.42720 -0.74605
H 0.86711 -2.42645 2.42840
H -0.86410 -2.83563 2.45763
H -0.20604 -1.69857 3.63121
H -2.70515 -1.61600 2.97237
H -4.86669 -0.40968 2.85214
H -5.04719 1.60189 1.38057
H -3.07878 2.24239 -0.00303
C -3.87645 1.96474 -2.87065
O -2.92324 1.10374 -2.25157
C -3.13590 -0.22386 -2.34007
C -4.31398 -0.78634 -2.78781
C -4.44855 -2.17072 -2.87486
Br -6.07097 -2.90696 -3.47787
C -3.40226 -2.99011 -2.53668
C -2.20316 -2.42760 -2.07629
C -2.04997 -1.03720 -1.93931
O -0.92019 -0.51218 -1.45660
C -1.08116 -3.29489 -1.77916
N 0.13873 -2.85048 -1.47634
C 1.00789 -3.91939 -1.29567
C 2.35988 -3.98309 -0.99011
C 2.90679 -5.24747 -0.88590
C 2.13761 -6.40462 -1.07877
C 0.79274 -6.33981 -1.38680
C 0.24667 -5.06851 -1.49115
N -1.04443 -4.63319 -1.78858
H -4.03903 1.68072 -3.91130
H -3.44994 2.96246 -2.82612
H -4.82822 1.95218 -2.33431
H -5.14125 -0.15604 -3.08310
H -3.51249 -4.06046 -2.64197
H 0.32424 -1.83866 -1.41542
H 2.95317 -3.08951 -0.85467
H 3.95832 -5.35267 -0.65594
H 2.61208 -7.37194 -0.98969
H 0.20316 -7.23292 -1.54231
H -1.82740 -5.23001 -1.99964
C 2.36355 2.40594 2.60431
Si 0.66873 3.04003 2.17196
C -0.64960 2.24357 3.22060
C 0.49588 4.87416 2.44289
N 0.43292 2.62819 0.40527
C 0.83939 3.60425 -0.55561
C 1.86820 4.52564 -0.38053
C 2.19350 5.41096 -1.39932
C 1.51859 5.39231 -2.61166
C 0.51868 4.45225 -2.83107
C 0.23908 3.59619 -1.80138
F -0.69681 2.58106 -1.98138
H 2.70968 2.88833 3.52204
H 3.08623 2.63687 1.81701
H 2.37646 1.32658 2.76317
H -0.51343 2.65467 4.22516
H -0.58720 1.16158 3.31595
H -1.65539 2.52212 2.90080
H 0.26371 5.00209 3.50406
H -0.32747 5.31448 1.87712
H 1.39355 5.45717 2.24432
H 2.43068 4.54553 0.54244
H 2.99223 6.12253 -1.24087
H 1.77872 6.09150 -3.39361
H -0.00989 4.37462 -3.77138
*
```

Expectation value of S²: 0.77
Orbital gap (alpha / beta) (eV): 6.6 / 6.4
DFT total energy (Ha): -5252.97834
Highest occupied orbital energy (alpha / beta) (eV): -13.0 / -13.2
Strongest force on any atom (hartree/bohr): 0.014

Results of the Mulliken charge analysis, in e, for atoms 1 through 2: Re 1.210; C -1.131

---

Entry 3:
Here is a structure of composition C33H37ClFeO2Si2 from the OMol25 dataset. Energies are from wB97M-V/def2-TZVPD.

The geometry in ORCA input format:
```
! wB97M-V def2-TZVPD RIJCOSX def2/J DEFGRID3
* xyz 1 6
C 2.07223 0.35208 -0.31745
C 2.46384 -0.55014 -1.37136
C 3.74229 -1.11731 -1.00679
H 1.83866 -0.84314 -2.21104
C 4.14221 -0.54841 0.25759
C 3.10715 0.36236 0.68129
H 3.06319 0.88183 1.63754
H 1.09587 0.83695 -0.22638
H 4.27548 -1.89836 -1.55860
H 5.02835 -0.81662 0.83467
Fe 3.85158 0.91802 -1.17992
Si 4.07680 2.96248 -4.41925
C 2.84492 3.40595 -5.84842
C 2.31488 4.68764 -6.06338
H 2.49946 5.49393 -5.34664
C 1.54121 4.95176 -7.20381
H 1.11794 5.94961 -7.35827
C 1.30667 3.94495 -8.13812
H 0.70170 4.14519 -9.02212
C 1.82237 2.66098 -7.92613
H 1.62420 1.86217 -8.63874
C 2.57149 2.39573 -6.77473
H 2.96642 1.38816 -6.60853
C 5.13634 4.49877 -4.31287
C 6.39447 4.37016 -4.91922
H 6.72987 3.38957 -5.26056
C 7.21377 5.48388 -5.11155
H 8.17054 5.38026 -5.61928
C 6.80922 6.73900 -4.64941
H 7.44272 7.61045 -4.81300
C 5.60437 6.85240 -3.95240
H 5.30608 7.81265 -3.53705
C 4.76804 5.74076 -3.77824
H 3.84176 5.86321 -3.21697
H 4.85456 1.87130 -5.05777
Si 0.01510 3.65662 -2.84865
C 1.81403 3.40789 -2.51657
C 2.58446 2.40669 -3.20511
H 2.06935 1.58905 -3.71585
C 3.96043 2.12760 -2.76927
H 4.47481 1.13078 -2.95140
C 4.49551 2.85185 -1.54513
H 5.58428 2.84717 -1.38958
C 3.72315 3.91620 -1.04846
H 4.12966 4.55940 -0.27155
C 2.42613 4.15396 -1.50595
H 1.86881 4.95230 -1.01574
C -0.50362 2.42395 -4.15824
C -0.36774 1.02955 -4.05102
H -0.13316 0.57101 -3.08803
C -0.54255 0.21953 -5.18517
H -0.35270 -0.85533 -5.12215
C -0.96682 0.78084 -6.39022
H -1.10304 0.15516 -7.27502
C -1.20991 2.15630 -6.47058
H -1.54462 2.60005 -7.40598
C -0.96850 2.97159 -5.36089
H -1.11727 4.05130 -5.43621
H -0.33737 4.97690 -3.21132
Cl -0.89234 3.19889 -1.03575
C -2.11098 -1.70119 -1.07416
O -1.94790 -0.37453 -1.57629
C -3.02214 0.48811 -1.22311
C -2.99326 0.99169 0.22912
O -1.87223 0.42404 0.89091
C -1.51684 1.06016 2.11533
H -1.20081 -2.23162 -1.36056
H -2.23074 -1.71324 0.01903
H -2.98743 -2.18355 -1.54011
H -2.90909 1.35477 -1.89110
H -3.99831 -0.01552 -1.37043
H -2.92126 2.09381 0.19481
H -3.92746 0.67302 0.72914
H -1.46438 2.15996 2.02714
H -2.22009 0.80183 2.92680
H -0.52108 0.67737 2.34652
*
```

Expectation value of S²: 8.78
Orbital gap (alpha / beta) (eV): 5.7 / 6.4
DFT total energy (Ha): -3732.65125
Highest occupied orbital energy (alpha / beta) (eV): -9.7 / -11.3
Strongest force on any atom (hartree/bohr): 0.084

Results of the Mulliken charge analysis, in e, for atoms 1 through 2: C 0.128; C -0.481